No. 1
This record from the OMol25 dataset describes a molecular structure, C3H7NO at a distorted geometry. The level of theory is ωB97M-V with the def2-TZVPD basis set.

Geometry as XYZ:
```
12
Properties=species:S:1:pos:R:3
C 1.22064 1.56380 -0.31896
O 0.09575 1.03789 -0.96292
C -0.19126 -0.18236 -0.57813
N 0.33534 -0.79168 0.39574
C -1.07631 -1.40343 0.73962
H 1.09007 1.71375 0.74980
H 2.06373 0.89223 -0.46706
H 1.39665 2.51283 -0.79675
H -0.81550 -0.58362 -1.37017
H -1.98006 -1.28254 0.08966
H -0.81520 -2.43098 0.78762
H -1.32384 -1.04589 1.73155
```

Computed properties:
Net charge: 0
Energy relative to the best compared isomer or geometry (same formula, charge and spin), kcal/mol: 77.0

***

No. 2
This record from the OMol25 dataset describes a molecular structure, C37H36N3O3Sn at a distorted geometry. The level of theory is ωB97M-V with the def2-TZVPD basis set.

Geometry as XYZ:
```
80
Properties=species:S:1:pos:R:3
C 2.30370 0.15602 0.71318
C 2.06259 -0.59011 -0.46862
C 1.75212 0.32808 -1.49707
H 2.11330 -1.67237 -0.56500
C 1.90130 1.64388 -0.97739
C 2.16768 1.53060 0.41114
H 1.79395 2.56927 -1.54004
C -1.52350 -1.96091 1.13077
C -0.31991 -2.52946 0.62755
C -0.39615 -2.55509 -0.78683
H 0.50592 -2.88871 1.22180
C -1.67498 -2.05762 -1.17779
C -2.35694 -1.67283 0.01853
H 1.44489 0.07568 -2.50798
H 2.23731 2.35630 1.11346
H 2.53110 -0.27915 1.67255
H -3.28514 -1.10816 0.05730
H 0.39000 -2.81442 -1.49383
H -1.77525 -1.79498 2.17471
Sn -1.21732 2.71886 -0.71621
C -2.04250 -1.53038 -2.54910
C -3.54577 -1.68991 -2.73854
C -1.27013 -2.28801 -3.64639
H -3.81221 -2.73748 -2.50609
H -3.82544 -1.48092 -3.77614
H -4.09001 -1.01483 -2.06639
H -1.42860 -3.37646 -3.51138
H -0.18805 -2.08556 -3.62415
H -1.64735 -2.00602 -4.63890
C -1.54764 -0.03249 -2.31811
C -2.08067 1.18935 -2.99048
H -0.44381 -0.06139 -2.50822
H -1.60685 0.23099 -1.23431
O -2.62075 2.15237 -2.28643
N -1.51762 1.42366 -4.25768
C -0.34188 2.38306 -4.20650
H -2.19268 1.75206 -4.95160
C 0.95515 1.79409 -4.68084
C 2.08210 2.54461 -4.34291
H 1.93252 3.50148 -3.84190
C 3.35014 2.05229 -4.59976
H 4.21885 2.63558 -4.30150
C 3.49295 0.81303 -5.23925
H 4.49351 0.41723 -5.44049
C 2.36051 0.07425 -5.61251
H 2.47169 -0.88255 -6.12676
C 1.07255 0.55825 -5.32862
H 0.17586 -0.01034 -5.59529
H -0.17975 2.74713 -3.15494
H -0.58565 3.31344 -4.75968
O -0.90798 2.83215 1.58302
C -0.54949 1.93064 2.40557
N -0.59068 2.07912 3.77187
C -0.12035 0.87273 4.41689
C 0.19324 0.01970 3.17634
O 0.70549 -1.11307 3.26853
N -0.13835 0.68902 2.04743
C 1.12458 1.21650 5.25369
C 2.35147 0.57553 5.05518
C 3.47200 0.95883 5.80239
C 3.36039 1.96542 6.76327
C 2.12055 2.58724 6.98740
C 1.00031 2.21224 6.23561
C -1.25369 0.24400 5.21587
C -1.05494 -0.29305 6.49219
C -2.14123 -0.81576 7.20931
C -3.41812 -0.83533 6.63499
C -3.60483 -0.34006 5.33448
C -2.51959 0.19291 4.62600
H -0.71483 2.98802 4.21283
H 2.44714 -0.24761 4.34553
H 4.42662 0.46216 5.62535
H 4.22751 2.28252 7.34740
H 1.98944 3.37197 7.73550
H 0.01569 2.66151 6.41599
H -0.05332 -0.27696 6.92515
H -1.97044 -1.19678 8.22050
H -4.26649 -1.23211 7.20263
H -4.59480 -0.35554 4.87151
H -2.67708 0.59173 3.62103
```

Computed properties:
E_tot, eV: -55385.975
Net charge: +1

***

No. 3
This record from the OMol25 dataset describes C3H3N3O2 in the gas phase at a distorted geometry. The level of theory is ωB97M-V with the def2-TZVPD basis set.

Geometry as XYZ:
```
11
Properties=species:S:1:pos:R:3
O -2.76563 -0.14172 -0.29210
C -1.54017 -0.31521 -0.00779
C -0.89274 0.92366 0.44148
N 0.24544 1.47892 0.00990
N 1.18904 0.62942 -0.28968
C 1.33279 -0.79829 -0.04529
N 0.48804 -1.77178 0.33581
O -0.84741 -1.51457 -0.16446
H -1.50131 1.66265 0.97615
H 1.98209 1.12267 -0.97971
H 2.30986 -1.27576 0.01570
```

Computed properties:
Structure (SMILES): O=C1C=NNC=NO1
Net charge: 0
Energy relative to the best compared isomer or geometry (same formula, charge and spin), kcal/mol: 142.5

***

No. 4
This record from the OMol25 dataset describes C7H10 in the gas phase at a distorted geometry. The level of theory is ωB97M-V with the def2-TZVPD basis set.

Geometry as XYZ:
```
17
Properties=species:S:1:pos:R:3
C 1.54077 1.05487 0.83954
C 1.51374 -0.61000 0.38529
C 0.63244 -0.80890 -0.84541
C -0.47330 -0.03831 -0.10464
C -1.92232 -0.40217 -0.06212
C -1.48509 0.91899 -0.65340
C 0.42804 0.15651 1.10982
H 1.53901 1.62305 -0.08740
H 2.58788 0.48456 0.87613
H 2.08876 -1.41397 0.87165
H 0.37493 -1.86164 -1.01547
H 1.00792 -0.37677 -1.78079
H -2.28077 -1.17505 -0.74054
H -2.42565 -0.38726 0.90395
H -1.54511 1.03587 -1.73467
H -1.69161 1.82849 -0.09152
H 0.11035 -0.02827 2.12958
```

Computed properties:
Structure (SMILES): C1[C@@H]2CC3(CC3)[C@H]12
Net charge: 0
Energy relative to the best compared isomer or geometry (same formula, charge and spin), kcal/mol: 105.6

***

Question: What is the formula in the second record?
Answer: C37H36N3O3Sn

***

Question: Which of these has the highest net charge?
Answer: C37H36N3O3Sn

***

Question: Which formula does entry 2 have?
Answer: C37H36N3O3Sn